Molecular formula: C4H6N2O
Method: DFT, ωB97M-V/def2-TZVPD

The geometry in XYZ format:
```
13
Properties=species:S:1:pos:R:3:forces:R:3
C -2.020359 -0.032906 -0.062919 -0.1 0.0 -0.1
C -0.535393 0.003615 -0.045110 0.0 0.0 0.1
C 0.415384 -0.101205 -1.046208 0.0 -0.1 0.1
C 1.636737 0.000943 -0.336121 -0.3 0.0 0.6
O 2.943329 -0.151558 -0.629326 0.0 0.0 0.4
N 1.449590 0.196334 0.953327 -0.1 -0.1 0.0
N 0.124110 0.148670 1.123403 -0.4 0.3 0.0
H -2.427471 0.960319 0.147331 -0.1 -0.1 -0.1
H -2.396559 -0.725476 0.697194 0.0 0.1 -0.1
H -2.375108 -0.362431 -1.038633 -0.1 0.1 0.1
H 0.216537 -0.251024 -2.100584 0.2 0.0 0.3
H 3.201301 -0.148562 0.328459 1.0 -0.1 -1.1
H -0.232095 0.463283 2.009193 -0.3 -0.2 -0.1
```
Forces are in eV/Å.

Charge = 0
Electronic energy = -340.74977 a.u.
Frontier orbital gap = 9.6 eV
HOMO = -8.7 eV
Structure (SMILES) = Cc1cc(O)n[nH]1
LUMO energy = 0.9 eV
Energy relative to the best compared isomer or geometry (same formula, charge and spin) = 28.33 kcal/mol

natural (NBO) population analysis, charges in e, atoms 1 to 4: -0.65 0.18 -0.40 0.43